1.
# C17H29Cl2HfN9O3S

C17H29Cl2HfN9O3S as an isolated structure at a distorted geometry (ωB97M-V/def2-TZVPD, the Open Molecules 2025 dataset).

The calculation puts the relative energy (zero: lowest compared OMol25 entry of this formula, charge and spin) at 1.120 eV. As for the multiplicity: 1. As for the LUMO energy: -11.8 eV. As for the charge: +4.

Each line ends with the natural charge from an NBO analysis.
Cartesian coordinates (Å):
Hf: 1.360 -0.198 -1.470  2.2601
Cl: 3.364 -1.974 -1.431  0.1513
Cl: 2.816 -0.475 -3.791  0.1281
S: -0.898 -2.193 -3.161  1.1929
O: 1.568 -0.548 0.385  -0.8316
O: 0.379 -1.716 -2.334  -1.0424
O: 1.917 1.359 1.514  -0.5063
N: 3.874 3.091 -0.361  -0.2742
N: 2.815 3.627 -0.970  -0.1469
N: 2.852 1.401 -1.217  -0.6879
N: -0.766 0.185 -0.280  -0.8660
N: -2.759 0.779 7.670  -0.7423
N: -1.280 2.449 7.152  -0.7496
N: -1.902 0.886 5.539  -0.5673
N: -0.613 3.824 -3.564  -0.2569
N: 0.455 1.450 -2.626  -0.5993
C: -1.071 1.358 4.430  -0.2166
C: 3.859 -1.758 -3.133  -0.3570
C: -1.678 -3.483 -2.156  -0.5541
C: -1.971 1.379 6.784  0.6827
C: -1.027 -0.075 2.233  -0.4078
C: 3.898 1.772 -0.483  0.3002
C: 1.003 2.644 -2.306  0.1328
C: -1.116 -4.682 -4.226  -0.4230
C: -0.350 0.691 1.076  -0.1571
C: -0.601 1.460 -3.459  0.0272
C: -0.443 0.182 3.641  -0.4242
C: 2.206 2.600 -1.486  0.2688
C: -1.124 2.655 -3.932  0.0460
C: -2.246 -4.412 -3.222  -0.4285
C: 1.168 0.537 1.067  0.7503
C: -0.274 -3.401 -4.377  -0.5554
C: 0.445 3.836 -2.774  0.0828
H: -0.941 -1.145 2.018  0.2224
H: -2.090 0.179 2.223  0.2331
H: -0.576 1.753 1.152  0.2488
H: -2.610 -5.332 -2.765  0.2883
H: -1.316 2.776 8.104  0.4414
H: -3.269 -0.062 7.457  0.4306
H: -1.525 -4.977 -5.190  0.2745
H: -2.868 1.141 8.604  0.4402
H: 0.634 0.334 3.570  0.2359
H: -1.122 -0.759 -0.141  0.4072
H: -1.556 0.731 -0.613  0.4226
H: 0.782 -3.546 -4.146  0.2569
H: -0.486 -5.498 -3.877  0.2502
H: -1.970 2.674 -4.608  0.2620
H: 3.702 -2.679 -3.684  0.2756
H: -1.028 0.507 -3.737  0.2264
H: -3.103 -3.944 -3.711  0.2419
H: -0.883 -3.946 -1.567  0.2588
H: -0.706 2.980 6.522  0.4257
H: -2.438 -3.049 -1.508  0.2625
H: 0.872 4.796 -2.505  0.2656
H: 4.648 1.123 -0.060  0.2724
H: -0.359 -2.949 -5.364  0.2771
H: -2.558 0.154 5.318  0.4130
H: -1.678 1.989 3.775  0.2069
H: 4.897 -1.445 -3.178  0.2859
H: 4.535 3.692 0.119  0.4762
H: -0.577 -0.725 4.230  0.2491
H: -0.273 1.976 4.835  0.2201

Atoms 1-2, force components in eV/Å:
-0.5 -1.3 -1.6
0.5 -0.3 0.2



2.
# C17H29Cl8IN3O3

C17H29Cl8IN3O3 as an isolated structure at a distorted geometry (ωB97M-V/def2-TZVPD, the Open Molecules 2025 dataset).

The calculation puts the relative energy (zero: lowest compared OMol25 entry of this formula, charge and spin) at 2.100 eV. As for the multiplicity: 1. As for the LUMO energy: -4.3 eV. As for the charge: +1.

Each line ends with the natural charge from an NBO analysis.
Cartesian coordinates (Å):
I: -4.968 -0.369 0.912  0.4798
Cl: 0.747 -4.097 0.241  -0.0782
Cl: 2.267 6.437 3.908  -0.0511
Cl: 2.173 -3.476 -4.792  -0.0458
Cl: 0.201 -1.154 -3.265  -0.0800
Cl: 0.390 0.482 3.523  -0.0842
Cl: 1.619 0.193 6.691  -0.0473
Cl: 1.903 -6.896 -1.328  -0.0409
Cl: 1.797 5.939 0.567  -0.0629
O: -4.805 -1.179 -2.715  -0.4600
O: -1.512 2.733 0.940  -0.6987
O: -5.199 -1.767 -0.558  -0.6474
N: -0.032 -0.516 -0.906  -0.3507
N: 1.711 -0.488 0.778  -0.8052
N: -3.269 1.378 -1.662  -0.8511
C: 1.984 -6.540 0.414  -0.3990
C: -0.522 -1.816 -0.879  0.1146
C: -4.380 -1.338 -1.616  0.7590
C: 0.586 5.745 1.864  -0.3890
C: -2.302 0.334 -1.376  0.1988
C: 2.518 0.689 5.236  -0.3938
C: 0.272 -1.522 -5.013  -0.3836
C: 1.455 -0.395 -0.677  -0.0659
C: -0.864 0.588 -1.121  0.2688
C: -1.913 -2.137 -1.112  -0.2354
C: -1.119 3.116 -0.382  -0.0679
C: 0.779 6.747 2.979  -0.3923
C: 1.659 1.484 4.280  -0.3785
C: 0.778 -5.765 0.891  -0.3653
C: -0.248 2.018 -1.126  -0.5070
C: -2.852 -1.046 -1.364  -0.0514
C: 0.529 -2.989 -5.273  -0.3936
H: 0.183 -2.695 -0.683  0.2412
H: -0.466 4.032 -0.330  0.2135
H: -2.003 3.434 -1.006  0.1701
H: 3.355 1.300 5.573  0.2338
H: -2.277 -3.196 -1.116  0.2669
H: 1.043 -0.894 -5.459  0.2341
H: 0.647 4.720 2.232  0.2207
H: -3.435 1.947 -0.831  0.3713
H: -0.104 2.305 -2.212  0.2579
H: 1.173 2.322 4.778  0.2309
H: 0.435 -3.197 -6.339  0.2384
H: -2.275 2.135 0.838  0.4578
H: 1.655 -1.495 0.988  0.3654
H: 0.797 -5.679 1.978  0.2373
H: 2.035 -7.498 0.932  0.2402
H: 0.824 7.766 2.599  0.2303
H: 0.868 -0.095 1.226  0.3734
H: -0.153 -6.255 0.606  0.2356
H: 1.899 0.502 -1.167  0.2285
H: -0.052 6.682 3.682  0.2281
H: -0.394 5.885 1.406  0.2205
H: -0.180 -3.621 -4.739  0.2227
H: 2.918 -0.208 4.764  0.2237
H: -0.690 -1.233 -5.436  0.2318
H: 2.275 1.879 3.470  0.2278
H: 0.774 2.076 -0.667  0.2525
H: 2.910 -5.999 0.606  0.2294
H: 1.907 -1.290 -1.190  0.2314
H: -2.968 1.959 -2.448  0.3904

Atoms 1-2, force components in eV/Å:
-0.4 -0.7 0.0
0.6 -1.5 1.0



3.
# C17H29ClNO6P2Pb

C17H29ClNO6P2Pb as an isolated structure at a distorted geometry (ωB97M-V/def2-TZVPD, the Open Molecules 2025 dataset).

As for the multiplicity: 1. As for the LUMO energy (spin up / spin down): -5.8 / -6.1 eV. As for the charge: +1.

Each line ends with the natural charge from an NBO analysis.
Cartesian coordinates (Å):
Pb: 0.016 -0.482 0.345  1.3205
Cl: -0.845 0.071 3.606  2.4956
P: 2.418 0.850 1.116  1.0417
P: -2.442 0.267 -0.777  1.0803
O: -0.152 2.473 -6.125  -0.9321
O: -1.396 0.148 2.177  -0.9131
O: -1.977 0.047 4.480  -0.7447
O: -0.013 1.246 3.840  -0.8204
O: -0.913 -2.879 -4.282  -0.9412
O: -0.037 -1.138 3.658  -0.8151
N: -0.052 2.236 -0.146  -0.5501
C: 0.991 4.411 -0.093  -0.3018
C: 3.031 0.322 2.737  -0.9661
C: 0.959 -5.092 0.058  -0.1790
C: -2.139 1.932 -1.237  -0.7878
C: 3.873 1.053 0.052  -0.9556
C: -3.854 0.520 0.354  -0.9492
C: -0.845 4.016 -1.587  -0.2602
C: 0.028 -2.920 0.537  -0.1079
C: -3.004 -0.777 -2.160  -0.9545
C: 0.122 4.864 -1.081  -0.1318
C: -0.968 2.684 -1.070  0.2036
C: -0.985 -3.468 1.293  -0.3079
C: 0.999 -3.684 -0.079  -0.3313
C: -1.050 -4.877 1.406  -0.1774
C: -0.076 -5.676 0.792  -0.1943
C: 0.878 3.076 0.298  0.2360
C: 1.812 2.544 1.357  -0.7771
H: -1.540 4.344 -2.361  0.2316
H: 2.362 -1.315 -1.222  0.1014
H: -4.760 0.732 -0.239  0.2578
H: 3.014 -0.779 2.799  0.2685
H: 4.246 0.069 -0.266  0.2563
H: 2.718 3.143 1.442  0.2526
H: 4.651 1.579 0.618  0.2643
H: -3.643 1.326 1.079  0.2812
H: -0.127 -6.760 0.898  0.2365
H: 1.715 -5.723 -0.419  0.2337
H: 0.549 2.181 -5.517  0.4649
H: 1.333 2.513 2.341  0.2953
H: -3.517 -1.631 -1.680  0.2550
H: -1.720 -2.840 1.807  0.2438
H: 1.805 -3.243 -0.668  0.2195
H: 1.969 -1.019 -0.643  -0.1009
H: -4.017 -0.396 0.931  0.2460
H: 1.766 5.012 0.400  0.2287
H: 0.248 5.878 -1.444  0.2340
H: -3.702 -0.191 -2.774  0.2626
H: -0.146 -3.287 -3.812  0.4698
H: 4.058 0.697 2.855  0.2549
H: 2.377 0.731 3.520  0.2946
H: -0.515 -2.528 -5.081  0.4757
H: -2.849 2.404 -1.911  0.2445
H: -2.147 -1.084 -2.786  0.2764
H: 3.593 1.650 -0.827  0.2650
H: -0.986 2.106 -5.762  0.4679
H: -1.854 -5.337 1.980  0.2388

Atoms 1-2, force components in eV/Å:
-1.7 0.2 1.0
0.4 0.3 0.7



4.
# C17H29ClNO6P2Tl

C17H29ClNO6P2Tl as an isolated structure at a distorted geometry (ωB97M-V/def2-TZVPD, the Open Molecules 2025 dataset).

The calculation puts the relative energy (zero: lowest compared OMol25 entry of this formula, charge and spin) at 1.872 eV. As for the multiplicity: 1. As for the LUMO energy (spin up / spin down): -3.1 / -3.4 eV. As for the charge: 0.

Each line ends with the natural charge from an NBO analysis.
Cartesian coordinates (Å):
Tl: -0.223 0.381 -0.879  0.7998
Cl: -2.020 0.368 4.340  1.7957
P: -1.588 -1.845 -0.180  0.9023
P: 2.193 0.911 0.289  0.9646
O: -1.076 1.471 4.731  -0.8998
O: 0.430 -1.102 -3.461  -0.9891
O: -0.937 1.395 1.413  -0.6269
O: 2.896 -0.062 -3.342  -0.9558
O: -1.267 -0.699 3.619  -0.9080
O: -3.108 0.908 3.435  -0.9005
N: 1.404 -1.941 -0.107  -0.5213
C: -1.922 3.178 2.610  -0.1664
C: 2.753 -1.728 -0.306  0.1701
C: -2.485 -2.149 -1.745  -0.9505
C: 1.689 -4.243 -0.703  -0.2796
C: -2.783 2.564 0.411  -0.2517
C: 2.600 1.339 2.010  -0.9319
C: 3.259 -0.415 -0.198  -0.7144
C: 3.050 -4.051 -0.935  -0.1585
C: -1.836 2.287 1.468  0.4204
C: -3.355 3.816 0.315  -0.2437
C: -2.447 4.444 2.479  -0.2444
C: 2.852 2.312 -0.671  -0.9543
C: -0.592 -3.382 -0.063  -0.7564
C: -2.879 -2.078 1.066  -0.9559
C: 0.896 -3.156 -0.300  0.2628
C: 3.608 -2.813 -0.686  -0.2550
C: -3.200 4.763 1.342  -0.1654
H: 2.852 2.075 -1.741  0.2557
H: -2.913 1.797 -0.369  0.2049
H: -1.468 2.874 3.536  0.2793
H: -3.723 5.717 1.293  0.2107
H: 3.874 2.506 -0.329  0.2311
H: -3.017 -3.109 -1.682  0.2293
H: 3.667 -4.868 -1.297  0.2207
H: -0.758 -3.777 0.956  0.2684
H: 4.344 -0.296 -0.301  0.2298
H: 3.558 -0.112 -4.055  0.4877
H: -0.979 -4.103 -0.800  0.2438
H: -3.203 -1.331 -1.904  0.2407
H: 2.226 3.191 -0.483  0.2460
H: -2.306 5.170 3.274  0.2169
H: -2.438 -1.992 2.067  0.3044
H: 3.601 1.792 2.032  0.2308
H: -0.896 2.482 -3.713  0.0036
H: 0.162 -1.358 -4.360  0.4746
H: -0.849 1.840 -4.099  0.0033
H: 4.679 -2.620 -0.770  0.2148
H: -1.771 -2.156 -2.579  0.2516
H: 3.352 -0.435 -2.557  0.5036
H: 1.842 2.048 2.373  0.2705
H: -3.613 -1.270 0.954  0.2600
H: 1.206 -5.204 -0.837  0.2162
H: -3.929 4.064 -0.582  0.2140
H: 2.581 0.437 2.637  0.2680
H: 1.373 -0.780 -3.543  0.5062
H: -3.367 -3.053 0.927  0.2269

Atoms 1-2, force components in eV/Å:
-0.2 0.4 0.8
-0.5 -0.2 0.7